[1]
C23H27CuN7O5P | wB97M-V/def2-TZVPD

## Properties
<S²>: 0.761
HOMO energy (alpha / beta), eV: -9.706 / -10.554
2S+1: 2
Gap between HOMO and LUMO (alpha / beta), eV: 7.7 / 6.9
Charge: +1
Energy relative to the best compared isomer or geometry (same formula, charge and spin), kJ/mol: 211.1

XYZ file:
```
64
Properties=species:S:1:pos:R:3:forces:R:3
Cu 0.479 0.140 -0.330 0.0881 0.3228 0.3895
N 0.776 -0.115 2.496 0.0570 0.1080 0.0047
N 2.146 -0.047 2.720 -0.1019 -0.0336 0.3284
C 3.014 0.096 1.698 -0.1778 -0.0478 0.1079
N 4.310 0.125 2.015 0.0632 0.0349 -0.3493
N 2.453 0.173 0.499 0.7321 0.0196 -0.4704
N 3.272 0.293 -0.614 -0.3818 -0.1583 -0.0947
O 4.486 0.402 -0.560 0.1440 0.0575 0.2931
O 2.645 0.261 -1.653 -0.0116 0.1046 -0.1774
H 0.299 0.573 3.061 -0.0619 -0.0466 -0.0060
H 0.424 -1.054 2.630 -0.0265 -0.0369 0.0160
H 2.521 -0.226 3.640 -0.0798 -0.0218 -0.0293
H 4.614 0.065 2.970 -0.0180 0.0054 0.0125
H 4.972 0.241 1.259 -0.0565 -0.0075 0.1056
O -0.503 -0.171 -3.699 0.0771 -0.0144 -0.1067
C -1.297 -0.256 -2.807 -0.1138 -0.0315 0.2886
O -0.984 -0.599 -1.542 -0.1771 -0.0172 0.0053
C -2.768 -0.014 -2.925 0.1632 -0.0173 -0.1244
C -3.425 0.038 -4.145 -0.0719 0.0247 -0.0586
C -4.800 0.217 -4.155 -0.0021 -0.0090 0.0464
C -5.504 0.346 -2.957 0.0574 -0.0040 -0.0110
C -4.839 0.310 -1.740 -0.0086 0.0688 -0.0688
C -3.459 0.134 -1.734 -0.0385 0.0405 0.1560
P -2.438 0.009 -0.249 -0.1949 -0.0077 -0.2088
C -2.975 1.361 0.827 0.0550 0.0214 0.0513
C -2.649 1.348 2.187 0.1422 0.0803 0.1038
C -2.856 2.464 2.980 -0.0108 -0.0020 -0.0856
C -3.359 3.632 2.417 -0.0150 0.0073 0.0430
C -3.648 3.673 1.060 0.0060 -0.0983 -0.0528
C -3.451 2.552 0.265 -0.0150 0.0301 0.1277
C -2.842 -1.580 0.500 0.0497 -0.0301 -0.0645
C -2.606 -2.724 -0.269 -0.0356 -0.0778 0.0116
C -2.918 -3.978 0.228 0.0168 0.0378 0.0034
C -3.471 -4.106 1.495 -0.0164 -0.0370 0.0311
C -3.734 -2.975 2.253 0.0306 0.0604 -0.0668
C -3.426 -1.713 1.759 -0.0646 -0.1091 0.0149
H -2.859 -0.072 -5.060 -0.0084 0.0034 0.0297
H -5.333 0.247 -5.096 0.0083 0.0041 0.0271
H -6.579 0.473 -2.978 0.0156 -0.0040 0.0038
H -5.390 0.418 -0.813 0.0194 -0.0063 -0.0088
H -2.216 0.461 2.633 0.0328 0.0702 -0.0295
H -2.621 2.426 4.036 -0.0062 0.0085 -0.0086
H -3.523 4.505 3.035 0.0040 -0.0029 -0.0090
H -4.038 4.580 0.616 0.0108 -0.0091 0.0048
H -3.669 2.612 -0.791 -0.0137 -0.0447 -0.0606
H -2.203 -2.628 -1.270 0.0151 -0.0141 0.0289
H -2.737 -4.856 -0.380 -0.0099 0.0086 0.0112
H -3.715 -5.087 1.883 0.0030 0.0122 -0.0035
H -4.195 -3.068 3.227 0.0089 -0.0023 -0.0053
H -3.677 -0.844 2.350 -0.0465 -0.0884 -0.0457
C -0.134 5.053 -1.874 0.0441 -0.0052 0.1406
N 0.004 4.626 -0.480 -0.0925 -0.3499 0.0253
C 0.358 5.615 0.536 -0.0343 -0.0663 -0.1175
C 0.053 3.340 -0.193 0.0099 0.4744 -0.0243
N 0.072 2.215 0.074 0.0464 -0.2107 -0.1734
H -0.904 5.820 -1.939 -0.0039 0.0203 -0.0083
H -0.424 4.205 -2.488 0.0032 -0.0114 0.0163
H 0.809 5.455 -2.246 0.0096 0.0086 -0.0140
H -0.366 6.429 0.507 -0.0035 0.0288 0.0002
H 1.357 6.016 0.355 0.0249 0.0179 0.0069
H 0.326 5.153 1.518 0.0053 -0.0096 0.0062
O 0.649 -2.329 0.368 0.0033 -0.0898 -0.0124
H 1.499 -2.615 0.017 0.0246 0.0302 0.0026
H 0.003 -2.685 -0.254 -0.0727 0.0111 0.0517
```
Forces are in eV/Å.

[2]
C2H12O3S | wB97M-V/def2-TZVPD

## Properties
<S²>: 0.806
HOMO energy (alpha / beta), eV: -15.642 / -15.599
2S+1: 2
Gap between HOMO and LUMO (alpha / beta), eV: 7.9 / 6.3
Charge: +1
Energy relative to the best compared isomer or geometry (same formula, charge and spin), kJ/mol: 400.0

XYZ file:
```
18
Properties=species:S:1:pos:R:3:forces:R:3
C -2.073 -1.332 -0.248 -0.2875 1.1337 -1.3220
C -1.993 -0.060 0.674 -0.8819 -1.2921 0.3342
S -0.914 1.105 -0.130 1.2182 -2.6635 1.5186
H -1.084 -1.641 -0.596 -0.0124 -0.3344 0.4294
H -2.574 -0.993 -1.156 -0.1185 -0.2978 -0.1387
H -2.673 -2.146 0.157 0.2825 0.1946 0.4309
H -2.984 0.365 0.861 0.1817 0.2786 -0.4564
H -1.717 -0.496 1.648 0.8728 0.8779 -0.0453
H 0.605 -0.308 0.240 -1.8302 2.1828 -0.3627
H 3.360 1.247 0.228 0.0148 -0.0098 -0.2455
H 2.635 0.095 -0.537 0.4335 0.2558 -0.5841
O 3.211 0.294 0.208 -0.5845 -0.2866 0.5801
H 0.927 1.004 -3.076 0.2672 -0.1478 -0.1888
H 0.541 0.573 -1.682 0.1779 -0.0662 -0.3584
O 1.121 0.331 -2.410 -0.1431 0.1629 0.2007
H 1.900 0.298 1.915 0.2400 0.2732 0.2952
H 0.594 0.957 1.571 0.0722 0.5289 0.2444
O 1.118 0.707 2.332 0.0973 -0.7902 -0.3319
```
Forces are in eV/Å.

[3]
C36H95N5O16 | wB97M-V/def2-TZVPD

## Properties
Structure (SMILES): COCCNCCOC.COCCNCCOC.COCCNCCOC.COCCNCCOC.COCCNCCOC.OCCO.OCCO.CO.CO
HOMO energy, eV: -8.335
Gap between HOMO and LUMO, eV: 8.7

XYZ file:
```
152
Properties=species:S:1:pos:R:3:forces:R:3
C -5.517 10.023 -2.160 -0.5590 -0.3865 1.2405
O -6.110 8.820 -1.698 0.0807 -1.3534 -0.7845
C -6.631 8.037 -2.771 -0.8136 -0.5983 0.0267
C -6.871 6.511 -2.519 1.9810 0.8345 0.7885
N -5.537 5.785 -2.485 -2.0182 -0.7096 0.2265
C -5.789 4.309 -2.545 1.6839 -0.5673 0.1225
C -4.408 3.566 -2.484 -1.2772 -0.0020 -1.1273
O -4.558 2.130 -2.506 0.4815 1.4223 -0.0203
C -3.282 1.502 -2.606 -0.6437 -0.8834 0.7404
H -4.932 10.340 -1.296 0.3563 0.2462 -0.3507
H -6.309 10.761 -2.288 0.0738 0.2552 -0.5332
H -4.914 9.858 -3.052 0.0568 0.1999 -0.0079
H -6.019 8.118 -3.670 0.5380 0.0451 -0.0352
H -7.585 8.458 -3.085 -0.3735 0.1367 0.0642
H -7.524 6.127 -3.302 -0.0754 0.0503 -0.2444
H -7.364 6.342 -1.561 0.0056 0.0852 0.0267
H -5.109 6.010 -3.371 0.3277 0.0788 -0.1671
H -6.279 4.040 -3.481 -0.2307 -0.1693 -0.0614
H -6.345 3.870 -1.717 -0.3872 0.7231 0.1653
H -3.856 3.966 -1.634 0.1851 -0.3335 0.1928
H -3.917 3.822 -3.423 0.5882 0.2693 -0.0205
H -2.687 1.711 -1.717 0.1676 0.0608 0.0988
H -2.671 1.710 -3.485 -0.2900 0.5267 -0.3450
H -3.496 0.434 -2.625 0.1468 0.0098 0.0318
C 6.002 4.692 3.025 0.7551 0.6154 -1.0304
O 5.530 4.007 1.843 0.2949 1.2620 1.2317
C 6.405 3.011 1.368 0.1929 -0.7977 -0.2672
C 5.914 2.598 -0.028 0.9997 -0.2247 1.4317
N 4.575 2.099 0.151 -0.6052 -0.0424 -1.4409
C 3.829 2.058 -1.140 0.1412 -0.8228 0.4067
C 4.440 1.077 -2.211 -1.2893 0.9589 0.6112
O 5.497 1.659 -2.940 -0.3675 0.3090 -0.5339
C 5.054 2.469 -4.014 0.4150 0.1841 -1.0598
H 5.434 5.596 3.246 -0.8556 -0.5278 -0.1231
H 6.961 5.159 2.801 0.5056 -0.3301 -0.1349
H 6.148 4.098 3.927 -0.3832 -0.4404 -0.1541
H 6.404 2.207 2.103 -0.3153 -0.6182 -0.1646
H 7.470 3.237 1.298 0.1088 1.0584 0.0111
H 6.604 1.844 -0.407 -0.1279 -0.1475 -0.1333
H 6.004 3.470 -0.675 -0.1587 0.2272 -0.2480
H 4.165 2.847 0.693 -0.6219 -0.1355 0.2816
H 3.656 3.072 -1.500 0.6168 0.2436 -0.6830
H 2.796 1.777 -0.937 0.0149 -0.6093 0.1913
H 3.639 0.790 -2.892 -0.2519 0.0935 -0.1995
H 4.742 0.123 -1.779 0.4535 0.3072 0.3265
H 4.628 1.990 -4.896 0.2176 -1.3920 0.0275
H 5.936 2.965 -4.420 -0.0638 0.3053 0.3409
H 4.232 3.174 -3.890 0.2379 0.4957 1.3137
C 3.527 -2.403 -0.949 0.2289 -0.0194 -0.4869
O 3.823 -3.802 -0.800 0.8453 1.1907 0.1117
C 2.709 -4.590 -1.067 -0.6516 -0.3476 -0.0421
C 2.341 -4.772 -2.565 -0.5012 0.3271 1.1927
N 1.086 -5.540 -2.696 0.7374 -0.8022 -0.8769
C 0.762 -5.678 -4.104 -0.2611 -0.3043 -1.0638
C -0.614 -6.308 -4.326 0.7515 0.4801 0.5010
O -1.558 -5.390 -3.863 -1.4684 -0.0273 0.2169
C -2.882 -5.925 -4.027 0.4183 1.1725 0.2705
H 3.662 -2.124 -1.993 -0.3232 0.0723 -0.1492
H 4.189 -1.739 -0.393 0.4408 -0.6090 0.3546
H 2.521 -2.144 -0.620 -0.2559 -0.2782 -0.1288
H 1.931 -4.180 -0.423 -0.8650 -0.0893 -0.4227
H 2.916 -5.590 -0.687 0.1401 -0.0985 0.0431
H 3.202 -5.305 -2.969 -0.2896 -0.4638 -0.3108
H 2.285 -3.848 -3.139 -0.0534 0.4963 0.2368
H 0.239 -5.104 -2.361 0.3708 0.6789 0.8611
H 1.498 -6.201 -4.714 0.2996 -0.5887 0.5226
H 0.779 -4.702 -4.588 -0.3890 0.5232 -0.1551
H -0.720 -7.206 -3.717 0.2364 -0.5141 -0.2300
H -0.839 -6.486 -5.378 0.3905 -0.3807 -0.2282
H -3.561 -5.087 -3.868 -0.0445 -0.0386 -0.0728
H -3.129 -6.682 -3.282 0.2266 -0.2859 -0.0270
H -3.003 -6.299 -5.043 -0.0987 -0.1862 -0.0366
C -3.439 -0.781 3.338 -0.3963 0.4983 0.8848
O -2.124 -0.618 3.765 1.6660 -0.1805 0.3516
C -1.963 0.293 4.836 0.6259 0.9480 0.3914
C -0.490 0.737 5.109 0.6457 -1.9195 -0.6353
N 0.386 -0.289 5.812 -0.5593 1.8320 0.2778
C 1.773 0.201 5.981 -1.6629 -0.9518 0.7941
C 2.526 0.571 4.763 0.0504 -0.4542 -0.6647
O 2.364 1.929 4.556 0.3819 1.7252 0.8841
C 3.275 2.465 3.657 0.4362 -0.4973 -1.5480
H -3.476 -1.617 2.640 -0.1006 0.3221 -0.1240
H -3.810 0.180 2.980 -0.1850 -0.0632 -0.7178
H -4.083 -0.969 4.197 -0.2138 -0.5274 0.1805
H -2.436 -0.058 5.753 0.0759 -0.4763 0.1808
H -2.494 1.217 4.609 -0.1987 0.2892 -0.3191
H -0.437 1.717 5.584 -0.2839 -0.2695 0.6266
H -0.005 0.938 4.154 -0.2619 0.0931 -0.5792
H 0.457 -1.130 5.257 -0.4407 0.1116 -0.2674
H 2.319 -0.593 6.490 -0.0542 -0.1158 0.1539
H 1.785 1.068 6.642 -0.0475 0.0448 0.0979
H 2.194 0.110 3.832 -0.2198 -0.7864 -0.0584
H 3.528 0.189 4.961 0.7718 0.7600 -0.3803
H 3.180 1.910 2.724 -0.0228 -0.0227 -0.5393
H 4.324 2.310 3.909 0.1499 0.1095 0.6048
H 3.119 3.513 3.402 -0.3159 -0.0188 0.5457
C 0.999 -3.488 5.676 -0.7767 0.5309 1.0403
O 0.629 -2.751 4.508 2.1013 -1.4669 -0.7082
C 1.675 -2.985 3.498 -1.9528 -0.4171 -0.8558
C 1.364 -4.276 2.658 1.5799 1.6275 0.1199
N 0.087 -4.223 1.933 1.6436 0.9333 0.4624
C -0.177 -5.531 1.379 -2.0264 -0.9897 0.0011
C -1.453 -5.551 0.488 0.2011 1.6219 1.3978
O -2.635 -5.406 1.298 -0.2749 -1.6732 0.3236
C -3.256 -6.664 1.677 -0.0715 0.7541 -0.9129
H 0.172 -3.438 6.384 -0.2148 0.1383 -0.1774
H 1.823 -2.998 6.194 0.3452 -0.0322 -0.1619
H 1.212 -4.552 5.572 0.1334 0.0153 -0.6984
H 2.707 -2.928 3.844 -0.0962 -0.5891 0.7619
H 1.668 -2.155 2.791 -0.6226 0.2097 -0.0245
H 1.547 -5.208 3.194 -0.3894 -0.1101 0.4297
H 2.203 -4.210 1.966 -0.0233 -0.3720 -0.5988
H -0.568 -3.967 2.658 -0.7518 -0.1990 -0.1449
H -0.417 -6.137 2.252 0.2583 -0.9177 -0.0982
H 0.651 -5.965 0.819 0.2494 0.3755 0.1598
H -1.492 -6.390 -0.207 -0.0673 0.0029 0.0221
H -1.448 -4.569 0.016 0.1595 -0.2694 -0.8894
H -2.617 -7.340 2.246 0.1296 0.2505 0.2818
H -3.582 -7.207 0.791 0.2634 -0.0842 -0.3911
H -4.202 -6.453 2.176 0.3788 0.2578 0.4500
O -0.034 0.686 -0.981 -0.0474 -0.9789 0.2156
C 0.481 0.266 0.286 -1.8565 1.3902 1.0039
C -0.408 -0.884 0.830 1.2136 1.2699 -0.9734
O 0.073 -1.998 0.132 -0.0449 -0.5551 -0.1148
H 0.339 1.539 -1.215 0.2254 0.2193 -0.4085
H 1.553 0.068 0.283 -0.0250 -0.6811 -0.2223
H 0.363 1.131 0.939 0.0705 0.1177 0.4266
H -1.470 -0.768 0.613 -0.1063 0.5981 -0.2151
H -0.360 -0.946 1.917 0.3878 -0.2323 0.1448
H 0.082 -2.699 0.787 0.0697 -1.3257 0.1096
O 0.920 -1.148 -2.920 -0.3665 -0.9152 -0.3986
C -0.117 -1.445 -3.859 0.4691 0.5546 -0.9393
C -1.235 -2.377 -3.380 2.7122 0.5999 -0.7720
O -2.054 -1.699 -2.514 -1.5476 0.3294 0.6942
H 0.475 -0.978 -2.087 0.2436 0.4027 0.4087
H -0.512 -0.490 -4.207 -0.5789 0.2099 0.0778
H 0.364 -1.836 -4.755 0.2199 -0.4375 0.0899
H -0.667 -3.163 -2.882 -0.4137 -0.6193 0.0511
H -1.738 -2.747 -4.273 -0.4095 -0.0816 0.3993
H -1.499 -1.257 -1.868 -0.0257 0.0986 0.3302
C -2.217 1.957 1.510 0.3774 -0.5215 -0.0554
O -3.008 2.945 2.077 -0.7857 1.0406 0.5143
H -1.782 2.318 0.579 0.1593 -0.3378 -0.2350
H -1.438 1.697 2.226 0.2793 -0.4089 -0.1970
H -2.850 1.087 1.337 0.2026 0.0606 -0.2075
H -2.404 3.654 2.311 -0.2539 0.2450 0.1484
C -0.589 3.961 -2.044 -0.2515 -0.0212 -0.3622
O 0.564 3.142 -2.248 0.0438 0.4216 0.3026
H -0.440 5.034 -2.166 0.5760 0.0679 0.1513
H -1.355 3.713 -2.778 -0.2266 -0.2595 0.2208
H -0.935 3.779 -1.027 -0.0948 -0.0723 -0.1746
H 1.015 3.402 -3.055 -0.0343 -0.0454 -0.0510
```
Forces are in eV/Å.

[4]
C8H12AsAuN2O7S2 | wB97M-V/def2-TZVPD

## Properties
HOMO energy, eV: -9.544
Gap between HOMO and LUMO, eV: 8.0
Energy relative to the best compared isomer or geometry (same formula, charge and spin), kJ/mol: 12.1

XYZ file:
```
33
Properties=species:S:1:pos:R:3:forces:R:3
Au 0.526 0.582 -0.049 0.3065 -0.1670 0.2091
O 3.148 0.141 -2.817 -0.0045 0.0761 0.0875
As 1.584 -0.694 -2.870 -0.1352 -0.1052 0.0349
O 1.177 -0.950 -4.410 -0.0034 -0.0312 0.0120
O 0.535 0.360 -2.013 0.1714 0.2605 -0.0580
C 2.049 -2.149 -1.681 -0.0736 -0.0456 -0.0085
C 3.373 -2.573 -1.717 0.0097 0.0045 0.0135
C 3.801 -3.615 -0.907 -0.0033 0.0064 -0.0037
C 2.910 -4.240 -0.050 0.0078 -0.0189 -0.0059
C 1.587 -3.827 -0.005 -0.0338 -0.0080 -0.0358
C 1.155 -2.790 -0.819 0.0760 -0.0184 -0.0293
S -0.561 -2.320 -0.689 0.1657 0.0133 0.2380
O -1.251 -3.373 -0.009 0.0055 -0.0106 0.0399
O -0.987 -1.926 -1.993 -0.0323 0.0363 -0.0642
O -0.487 -1.136 0.307 -0.3811 -0.0249 -0.3156
H 3.222 0.648 -3.636 0.0279 -0.0666 -0.0407
H 4.070 -2.080 -2.380 -0.0065 0.0013 -0.0009
H 4.833 -3.940 -0.953 -0.0009 -0.0013 -0.0007
H 3.238 -5.059 0.577 0.0032 0.0052 0.0044
H 0.868 -4.313 0.640 0.0073 0.0044 0.0106
N 1.669 3.666 1.848 -0.0003 0.0744 -0.0021
C 2.340 2.654 1.337 -0.0056 -0.0610 -0.0520
N 3.247 2.013 2.048 -0.0583 -0.0065 0.0485
S 2.128 2.223 -0.350 -0.2000 0.1734 -0.0470
H 1.658 3.848 2.839 0.0186 0.0127 -0.0033
H 0.937 4.068 1.287 -0.0030 -0.0080 -0.0023
H 3.347 2.161 3.040 -0.0052 -0.0075 0.0006
H 3.653 1.182 1.651 0.0211 0.0210 -0.0302
C -0.732 0.636 2.589 0.0331 0.0404 -0.0163
O 0.430 1.019 1.876 0.1319 -0.1563 0.0196
H -1.426 1.479 2.671 -0.0324 -0.0188 -0.0021
H -0.427 0.331 3.594 -0.0031 0.0288 0.0086
H -1.253 -0.208 2.138 -0.0030 -0.0029 -0.0085
```
Forces are in eV/Å.

[5]
C6H6N | wB97M-V/def2-TZVPD

## Properties
Structure (SMILES): C=C=C=C=C1C[NH2+]1
HOMO energy, eV: -12.934
Gap between HOMO and LUMO, eV: 8.0
Charge: +1
Energy relative to the best compared isomer or geometry (same formula, charge and spin), kJ/mol: 351.0

XYZ file:
```
13
Properties=species:S:1:pos:R:3:forces:R:3
C 4.244 -0.044 0.056 0.1705 -2.4081 4.6314
C 2.948 -0.127 0.058 0.4256 0.7853 0.0234
C 1.686 -0.043 -0.018 -3.3363 -1.3645 -0.6095
C 0.387 -0.278 -0.139 1.0186 0.4877 0.9836
C -0.914 -0.378 -0.028 0.5150 0.6827 -1.0670
C -2.335 -0.747 0.142 2.5869 -0.1520 -3.8338
N -2.047 0.660 -0.020 0.9897 2.7275 1.6207
H 4.972 -0.444 0.879 -1.9638 1.0389 -0.9157
H 4.806 0.239 -0.713 1.7777 1.1041 -3.7463
H -2.811 -1.192 -0.722 -0.4394 -0.1203 0.3561
H -2.517 -0.986 1.089 -1.5425 -1.3647 3.6199
H -1.998 1.318 0.781 -0.3822 -0.9686 -0.1667
H -2.385 1.209 -0.795 0.1801 -0.4480 -0.8962
```
Forces are in eV/Å.

[6]
C6H12O | wB97M-V/def2-TZVPD

## Properties
HOMO energy (alpha / beta), eV: -7.920 / -7.917
Gap between HOMO and LUMO (alpha / beta), eV: 7.0 / 7.0
Energy relative to the best compared isomer or geometry (same formula, charge and spin), kJ/mol: 577.4

XYZ file:
```
19
Properties=species:S:1:pos:R:3:forces:R:3
C 2.214 0.661 0.322 -0.0994 -0.0514 0.0227
C 1.258 0.824 -0.814 0.2409 0.1259 -0.0890
O 0.489 -1.447 -0.450 -0.0038 0.0558 0.0247
C -0.355 -1.633 0.550 -0.1837 -0.0565 0.1545
C -1.471 -0.466 0.646 0.0602 -0.0584 0.0953
C -2.018 -0.062 -0.697 -0.1069 -0.0145 -0.1797
C -1.132 0.821 0.098 0.0360 0.0483 0.0549
H 3.209 0.940 -0.051 -0.0937 -0.0264 0.0625
H 1.985 1.314 1.172 0.0097 -0.0839 -0.1777
H 2.227 -0.385 0.630 0.0577 0.1602 -0.0293
H 1.338 0.106 -1.617 -0.0240 0.0753 0.0834
H 1.106 1.857 -1.151 -0.0919 -0.2082 0.1117
H -0.979 -2.548 0.460 0.1051 0.1228 0.0574
H 0.110 -1.631 1.565 -0.0405 -0.0128 -0.1422
H -2.068 -0.516 1.553 0.0624 0.0081 -0.1778
H -1.538 -0.605 -1.514 -0.0764 0.1127 0.1207
H -3.056 0.224 -0.849 0.1855 0.0012 0.0656
H 0.000 0.729 -0.342 -0.0776 -0.0220 0.0094
H -1.316 1.816 0.488 0.0404 -0.1761 -0.0670
```
Forces are in eV/Å.